The following is a DFT calculation (ωB97M-V with the def2-TZVPD basis set) of a structure of composition C14H24N2O.

Atoms and positions in Å:
C: 4.162108 0.843220 0.604430
C: 2.562563 1.064047 -0.024017
C: 2.033543 2.217819 0.854840
C: 0.538489 1.984069 0.517424
C: 0.020375 2.127244 -0.938204
C: -1.584100 1.972407 -0.887909
C: -2.194831 0.952585 0.025276
C: -3.667794 1.252584 0.713069
C: -2.248588 -0.474234 -0.564526
C: -0.895946 -1.049620 -0.796588
C: 0.793505 -1.501722 -2.209114
C: 1.379428 -2.295306 -1.139562
C: -0.288942 -1.720496 0.254005
C: -0.447294 -1.946849 2.672207
H: 4.957214 1.304119 -0.568444
H: 4.559852 -0.411339 0.848651
H: 4.072532 1.404165 1.853698
H: 2.128263 0.146752 0.339989
H: 2.561544 1.191968 -1.152697
H: 2.208067 1.563371 2.017224
H: 2.505891 3.486963 0.957875
H: 0.414411 0.945196 0.797234
H: -0.185321 2.695216 0.985717
H: 0.390299 1.248383 -1.564826
H: 0.155343 2.987411 -1.487992
H: -2.052094 2.823117 -0.423377
H: -1.917297 2.076203 -1.936557
H: -1.405618 0.885808 0.900923
H: -3.896015 2.116640 1.244207
H: -3.944026 0.407171 1.284178
H: -4.529414 1.506184 -0.040934
H: -2.977960 -0.701852 -1.570738
H: -2.617876 -1.041040 0.287006
H: 1.496237 -1.636349 -3.139254
H: 2.207408 -3.170932 -1.509046
H: -0.303612 -3.094868 2.452846
H: 0.586172 -1.541334 2.855818
H: -1.070911 -1.692282 3.566954
N: -0.446576 -0.817216 -2.056454
N: 0.810988 -2.524408 0.176566
O: -0.858633 -1.332724 1.459096

Forces on the atoms, in the same order (eV/Å):
C 0.50 -0.90 -0.97
C 5.48 0.55 1.20
C -0.46 -0.58 2.39
C -0.72 2.90 -0.26
C -1.61 -4.38 0.75
C 0.52 1.52 -0.57
C -0.30 -1.14 1.64
C 0.17 -0.02 -4.11
C -2.06 -0.69 -0.76
C -1.41 1.89 -3.28
C 1.11 -1.28 1.30
C -0.65 -2.90 -0.47
C 2.34 -0.76 2.04
C 2.40 -1.77 -0.38
H -1.85 -1.09 4.39
H -1.42 3.95 -1.07
H 1.14 -1.41 -4.38
H -0.73 -0.13 -0.49
H 0.06 -0.20 1.63
H -0.65 2.84 -3.00
H -1.34 -4.43 -0.76
H -0.63 0.17 0.33
H 0.71 -0.77 0.80
H -0.38 1.42 0.67
H 0.91 2.21 -0.71
H 0.57 1.44 0.01
H -0.24 -0.85 0.38
H -2.18 -0.02 -1.44
H 1.09 1.77 1.72
H -0.35 -0.90 0.54
H 1.62 -1.39 0.40
H 2.08 1.09 2.84
H -0.71 -0.35 -0.42
H -2.18 1.10 1.36
H -2.13 2.97 1.39
H -0.53 2.11 0.94
H -0.77 -0.57 0.23
H 0.08 -0.26 -1.37
N 3.58 -3.28 1.49
N -0.71 3.02 -3.45
O -0.32 -0.88 -0.54

Calculated values
Frontier orbital gap, eV: 8.939
Calculated total energy, eV: -19924.40369
LUMO level, eV: -0.066
Largest force on an atom, eV Å⁻¹: 5.6
Energy above the lowest of the compared OMol25 structures with the same formula, charge and spin, kcal/mol: 255.5

Atom charges from the Löwdin analysis, given in e for atoms 1 to 5: -0.174 -0.339 -0.240 -0.277 -0.160


The following is a DFT calculation (ωB97M-V with the def2-TZVPD basis set) of a structure of composition C14H24N4NiO5.

Atoms and positions in Å:
O: 2.929041 2.350768 -1.970948
H: 2.444992 3.021048 -2.528298
Ni: 0.036607 0.293982 -0.394749
N: -1.467214 -0.432871 -1.184975
N: 0.719537 -0.196921 -2.491822
O: -2.670776 -0.701500 -0.523600
O: 1.852326 -0.353168 -3.032798
C: -1.520809 -0.913005 -2.436327
C: -0.293044 -0.853517 -3.146137
C: -2.828929 -1.433261 -2.898871
C: -0.073307 -1.318961 -4.542495
H: -3.602284 -0.641442 -2.787000
H: -3.105978 -2.369471 -2.364378
H: -2.685021 -1.657529 -3.972820
H: 1.019103 -1.290076 -4.713587
H: -0.570026 -0.581669 -5.206134
H: -0.486670 -2.335836 -4.696495
H: -2.534172 -0.479907 0.417432
H: 2.568209 1.433429 -2.309359
O: 0.813692 -3.233240 0.301755
H: -0.084220 -3.333388 0.649801
H: 1.028833 -4.092568 -0.099459
C: 0.085327 1.939168 -0.340191
H: 1.163931 1.588022 -0.030000
H: 0.100088 1.652446 -1.461562
H: 0.172629 2.983188 -0.346128
O: -1.800266 4.950260 -0.382355
H: -2.621155 4.831204 -0.906796
H: -2.146080 5.300284 0.485177
N: 1.769029 -0.617450 0.336262
C: 1.755913 -0.582657 1.775521
C: 2.827539 -0.976324 2.566050
C: 2.654398 -0.987264 3.973170
C: 1.455011 -0.620041 4.564985
C: 0.354398 -0.204291 3.758714
C: -0.876850 0.296367 4.226642
C: -1.810450 0.799568 3.341747
C: -1.536390 0.864215 1.977784
N: -0.386261 0.371465 1.499386
C: 0.537788 -0.175051 2.345490
H: 2.679077 -0.332484 -0.054449
H: 1.580317 -1.590416 0.029106
H: 3.774485 -1.274438 2.106336
H: 3.484169 -1.309364 4.599174
H: 1.335157 -0.618236 5.650658
H: -1.054868 0.313680 5.297490
H: -2.769858 1.206581 3.671025
H: -2.216959 1.310694 1.248032

Forces on the atoms, in the same order (eV/Å):
O -1.47 -1.27 -1.66
H 0.70 -1.20 0.92
Ni 0.14 -6.36 0.06
N -1.57 -2.35 -2.07
N -1.70 -2.80 -1.25
O -0.69 0.23 0.85
O 1.17 1.31 0.46
C 0.19 1.45 3.14
C 1.14 1.36 0.56
C 0.06 -0.40 -1.34
C -0.18 -0.13 -0.12
H 0.41 -0.76 0.05
H 0.01 0.78 -0.29
H -0.49 -0.04 0.45
H -0.72 -0.19 -0.08
H 0.24 -0.61 -0.07
H 0.27 0.55 -0.20
H 0.22 -0.09 -0.79
H 0.89 2.17 0.60
O -0.25 -0.83 -0.03
H 0.23 0.08 -0.15
H -0.11 0.48 0.16
C 2.33 5.73 -2.60
H -0.75 1.19 0.07
H -0.07 1.93 0.46
H -0.51 1.57 0.42
O -1.47 0.53 0.97
H 0.80 0.05 0.38
H 0.65 -0.54 -1.35
N 1.52 -1.16 0.13
C 1.20 -0.87 -0.56
C -0.99 0.36 -0.12
C -0.44 0.13 0.31
C 0.18 -0.15 -0.28
C 0.54 0.28 -0.60
C -0.29 0.12 0.03
C -0.37 0.25 0.72
C 1.62 -0.80 -0.31
N -1.66 -1.10 1.94
C -0.58 0.71 0.72
H -0.61 -0.13 0.20
H 0.27 0.60 0.23
H -0.40 0.09 0.19
H -0.17 0.12 -0.08
H 0.11 -0.07 -0.32
H -0.11 -0.02 -0.10
H 0.39 -0.20 0.15
H 0.31 0.00 0.23

Calculated values
Frontier orbital gap (spin up / spin down), eV: 5.677 / 6.032
Calculated total energy, eV: -72140.99188
LUMO level (spin up / spin down), eV: -0.590 / -0.565
Largest force on an atom, eV Å⁻¹: 6.7
Energy above the lowest of the compared OMol25 structures with the same formula, charge and spin, kcal/mol: 50.3
Multiplicity: 3
Expectation value of S²: 2.02

Atom charges from the Löwdin analysis, given in e for atoms 1 to 5: -0.149 0.051 0.341 -0.086 -0.126


The following is a DFT calculation (ωB97M-V with the def2-TZVPD basis set) of the ion C14H24NO4 with charge -1.

Atoms and positions in Å:
C: 2.094048 1.549716 -4.042990
C: 1.753524 0.456675 -3.370803
C: 1.242117 -0.706416 -2.336806
N: 2.049055 -0.529612 -1.097152
C: 1.593624 -1.390362 0.038181
C: 1.022079 -0.355787 1.184685
C: 0.393102 0.953776 0.472666
C: -0.586732 1.823008 1.451011
C: -1.242157 2.977839 0.534955
C: -2.841895 3.148851 0.665617
O: -3.571479 1.951133 1.027183
C: -3.473309 0.913741 0.016594
C: -4.272128 1.215372 -1.356371
O: 2.778418 -2.119356 0.501782
C: 2.612278 -2.622656 1.852314
C: 3.419937 -4.053143 1.895110
C: 0.501851 -2.524633 -0.372845
O: 0.787605 -3.567075 -1.108837
O: -0.813900 -2.404282 0.132658
H: 2.277459 2.665901 -4.300218
H: 0.114089 -0.529554 -2.218596
H: 1.382730 -1.739792 -2.856051
H: 3.054047 -0.733404 -1.243980
H: 0.312343 -0.890352 1.912182
H: 1.912110 0.034544 1.836302
H: 1.191201 1.671104 0.026999
H: -0.257235 0.606541 -0.409487
H: 0.121971 2.307573 2.243618
H: -1.329223 1.090690 1.929621
H: -0.912883 2.878903 -0.579850
H: -0.773477 3.987025 0.895019
H: -3.218052 3.551065 -0.366823
H: -3.038501 4.023284 1.409990
H: -3.967484 -0.037256 0.479356
H: -2.400261 0.607124 -0.264544
H: -4.558865 0.179349 -1.807598
H: -3.520379 1.673131 -2.122306
H: -5.191737 1.877610 -1.169847
H: 1.532691 -2.874414 2.153568
H: 3.137371 -1.906074 2.600235
H: 3.099214 -4.602280 2.866019
H: 3.051891 -4.726095 1.019240
H: 4.543114 -3.817397 1.848306

Forces on the atoms, in the same order (eV/Å):
C -2.03 -4.94 4.34
C 1.20 5.78 -2.52
C 1.04 0.56 -2.43
N -0.37 -1.35 -0.18
C -0.55 0.24 0.88
C 0.79 0.56 -0.05
C -0.84 -0.08 0.31
C 1.48 -0.41 -0.92
C 0.36 0.66 0.49
C 0.48 1.13 -0.99
O 0.95 0.55 -1.14
C -0.83 -1.50 -0.58
C 1.07 -0.48 -0.14
O -1.47 0.78 0.94
C 1.28 -1.83 0.28
C -1.11 0.58 0.03
C -5.42 -3.10 -0.01
O 0.39 4.15 2.31
O 6.01 0.64 -1.73
H -0.34 -2.87 0.36
H 1.83 -0.25 0.21
H -0.30 1.75 0.95
H -1.02 0.00 -0.19
H 0.76 0.91 -1.45
H -1.27 -0.81 -1.24
H -1.22 -1.45 0.88
H 0.94 0.47 1.29
H -1.57 -0.90 -1.13
H 0.94 1.41 -0.64
H -0.67 -0.13 1.98
H -0.91 -1.66 -0.77
H 0.50 -0.72 1.70
H -0.02 -2.02 -0.92
H 0.98 1.86 -0.57
H -1.45 0.66 0.70
H 0.28 1.91 0.84
H -1.62 -0.45 1.28
H 1.40 -1.03 -0.42
H 1.45 0.80 -0.69
H -1.17 -1.07 -1.09
H 0.91 0.96 -1.43
H 0.83 1.41 1.39
H -1.67 -0.73 0.07

Calculated values
Frontier orbital gap, eV: 7.486
Calculated total energy, eV: -24581.19009
LUMO level, eV: 3.042
Largest force on an atom, eV Å⁻¹: 6.9
Energy above the lowest of the compared OMol25 structures with the same formula, charge and spin, kcal/mol: 0.0
Net charge: -1

Atom charges from the Löwdin analysis, given in e for atoms 1 to 5: 0.005 -0.080 -0.206 -0.016 -0.375


The following is a DFT calculation (ωB97M-V with the def2-TZVPD basis set) of a structure of composition C14H25BBaN6Si.

Atoms and positions in Å:
H: 2.183695 -1.134901 -1.459265
N: 0.075989 -1.242958 -1.753089
B: -2.255637 -1.874101 -2.598121
N: -0.701008 -1.994152 -2.626225
C: 0.089305 -2.719854 -3.440909
Ba: -0.678484 0.823585 0.083295
H: -0.356384 -3.344148 -4.196759
C: 1.417575 -2.474421 -3.093618
H: 2.290946 -2.900837 -3.556293
C: 1.361875 -1.557178 -2.023718
H: -2.750903 -2.607242 -3.399685
C: -0.986907 2.984982 1.980936
H: -0.695699 3.579472 2.868614
H: -1.507600 2.091102 2.362525
H: -1.650343 3.616778 1.370081
N: -2.574458 -0.382892 -2.900529
N: -2.751306 -2.178389 -1.165139
N: -2.067351 0.628663 -2.071533
N: -2.212771 -1.519264 -0.067084
C: -3.283943 0.143763 -3.910982
C: -3.700981 -3.042504 -0.765189
H: -3.755394 -0.510546 -4.644669
H: -4.252006 -3.618957 -1.493491
C: -3.255338 1.529657 -3.784117
C: -3.772757 -3.004637 0.627647
C: -2.489560 1.792897 -2.632927
C: -2.809896 -2.050888 1.025946
H: -3.724578 2.235244 -4.434830
H: -4.425276 -3.577394 1.261414
H: -2.229338 2.746274 -2.204593
H: -2.525913 -1.755377 2.033739
H: -0.024920 2.715914 1.413296
C: 3.952258 2.314873 1.326954
Si: 3.188425 1.134549 2.606978
C: 4.420303 -0.264931 2.964068
C: 3.037458 2.160229 4.183603
C: 1.587675 0.409524 2.021735
H: 4.976230 2.602185 1.620415
H: 3.354465 3.237101 1.242576
H: 3.998187 1.841193 0.333946
H: 5.408901 0.118333 3.260153
H: 4.039917 -0.899141 3.780036
H: 4.548341 -0.900377 2.074677
H: 2.440464 3.068770 4.025615
H: 2.568456 1.587065 4.994253
H: 4.031967 2.475601 4.532780
H: 1.640901 -0.522734 1.416927
H: 0.825421 0.240070 2.810554

Forces on the atoms, in the same order (eV/Å):
H -0.19 0.05 -0.01
N 0.60 -0.82 -0.68
B 0.83 0.56 0.58
N 0.85 0.74 0.76
C 0.44 0.52 0.70
Ba 0.83 -1.76 -0.08
H 0.10 -0.07 -0.02
C -0.37 -0.03 -0.01
H 0.01 -0.01 0.04
C -1.40 -0.39 -0.71
H -0.12 0.01 -0.07
C 1.04 0.58 0.05
H -0.06 -0.37 -0.56
H 0.21 0.31 -0.18
H 0.09 -0.32 0.10
N 0.36 1.35 0.87
N 0.23 0.70 1.35
N -1.65 -0.02 -2.52
N -0.78 -1.06 0.28
C 0.38 0.28 0.54
C 0.40 0.29 0.74
H 0.19 0.34 0.27
H 0.07 -0.02 0.12
C 0.15 -0.12 0.23
C 0.23 0.20 -0.24
C -0.25 -1.87 -0.43
C -0.28 -0.18 -1.64
H -0.11 0.24 -0.16
H -0.01 -0.06 0.01
H 0.02 0.12 0.09
H -0.06 0.03 -0.32
H -1.16 0.74 1.47
C 0.19 -0.06 0.03
Si -0.58 -0.64 -0.39
C 0.27 0.18 0.03
C -0.13 0.05 0.18
C -0.77 0.43 -0.53
H -0.27 -0.05 -0.15
H 0.13 -0.28 0.01
H 0.01 0.15 0.22
H -0.14 -0.16 -0.07
H 0.07 0.17 -0.25
H -0.02 0.14 0.22
H 0.09 -0.15 0.02
H 0.08 0.09 -0.13
H -0.21 -0.07 -0.10
H 0.34 0.21 0.36
H 0.33 0.02 -0.05

Calculated values
Frontier orbital gap, eV: 5.905
Calculated total energy, eV: -33113.70012
LUMO level, eV: -0.355
Largest force on an atom, eV Å⁻¹: 3.0
Energy above the lowest of the compared OMol25 structures with the same formula, charge and spin, kcal/mol: 0.0

Atom charges from the Löwdin analysis, given in e for atoms 1 to 5: 0.099 -0.080 -0.510 -0.041 -0.082